1.
17
Properties=species:S:1:pos:R:3:forces:R:3 method="wB97M-V/def2-TZVPD" energy_ev=-10897.8566 charge=+1 e_above_lowest_ev=2.6072 orbital_gap_ha=0.3997 lumo_ev=-3.935
O 1.47242 1.26563 0.89069 -0.97 0.72 0.36
C 0.46220 1.34975 0.23516 1.51 -0.87 -0.18
C 0.43381 0.46762 -0.99366 0.61 1.23 0.07
C -0.88584 0.16848 -1.59908 -1.13 0.51 -2.07
O -1.70222 -0.59605 -0.77683 -0.01 -1.05 0.30
N 1.11710 -0.81791 -0.56832 -0.68 -1.95 -0.92
H -0.41351 1.96904 0.38128 -0.17 0.69 0.57
H 1.10776 0.99323 -1.76014 -0.78 -0.96 0.96
H -0.63111 -0.35881 -2.54386 -0.56 -0.51 0.58
H -1.49269 1.01098 -2.04833 1.15 -0.06 0.92
H -1.84074 -0.20361 0.09473 0.01 0.21 -0.19
H 2.11300 -0.60641 -0.50875 0.13 -0.56 -0.27
H 0.87924 -1.39468 0.28082 -0.44 1.83 0.13
H 0.80512 -1.54061 -1.26600 1.27 0.78 0.02
H -0.38272 -1.12116 3.26736 0.45 0.25 -0.13
H -1.48225 -1.51656 2.37351 0.05 -0.05 -0.38
O -0.60208 -1.11665 2.32533 -0.44 -0.22 0.22



2.
38
Properties=species:S:1:pos:R:3:forces:R:3 method="wB97M-V/def2-TZVPD" energy_ev=-32940.8400 orbital_gap_ha=0.3670 lumo_ev=0.277 smiles="CCCCCCCN(c1ccccc1)S(=O)(=O)F"
C 4.85098 0.08992 0.30939 -0.28 0.31 0.67
C 3.54150 0.59605 1.03312 -0.09 -0.58 0.02
C 2.23447 0.19813 0.24307 0.56 -0.11 0.24
C 2.17958 0.73132 -1.24855 -1.61 -0.01 0.55
C 0.85743 1.61319 -1.38494 -0.39 -0.10 -1.07
C -0.40026 0.74056 -1.84140 0.12 0.13 0.97
C -1.74490 1.24333 -1.14469 1.40 -0.35 -2.03
N -1.66135 0.81195 0.28259 -2.88 0.31 -0.40
C -2.10188 -0.57842 0.40942 0.18 -3.53 0.84
C -3.43552 -1.08418 0.11920 1.43 -1.29 0.46
C -3.70265 -2.52174 0.25758 1.44 0.21 0.16
C -2.68289 -3.48057 0.66332 1.04 2.36 0.03
C -1.35027 -2.96854 0.97070 -1.25 1.52 -0.73
C -1.07995 -1.54953 0.83328 -1.47 -0.18 -0.31
S -2.47910 1.85832 1.33638 2.76 3.00 3.62
O -2.02820 1.60340 2.69504 -1.45 -1.42 -1.80
O -2.16448 3.24302 1.00842 -1.48 -2.03 -1.39
F -4.09821 1.63942 1.32451 1.79 -0.05 -0.64
H 5.68429 0.07424 1.06918 -0.65 0.21 -0.98
H 4.72995 -0.97226 -0.04010 0.03 1.07 0.12
H 5.09346 0.78418 -0.54128 0.01 -0.93 0.76
H 3.58939 1.70495 1.24014 -0.05 -1.09 -0.39
H 3.49552 0.09317 2.03811 -0.04 0.50 -0.83
H 1.33191 0.55081 0.82002 0.89 -0.22 -0.61
H 2.17150 -0.92769 0.24261 0.16 0.99 -0.01
H 2.02328 -0.15818 -1.91921 0.50 0.94 0.39
H 3.08970 1.29548 -1.56747 -0.74 -0.50 0.40
H 0.97282 2.40708 -2.17120 0.07 -0.55 0.79
H 0.57938 2.12179 -0.42509 0.51 -0.42 -0.76
H -0.56293 0.75470 -2.94809 0.29 0.02 0.88
H -0.19826 -0.32638 -1.53006 -0.45 0.97 -0.40
H -1.80328 2.34978 -1.28999 -0.03 -0.91 0.65
H -2.58087 0.76046 -1.71203 0.38 0.41 0.86
H -4.24201 -0.40024 -0.22435 0.69 -0.65 0.37
H -4.70991 -2.92978 0.01253 0.88 0.61 0.23
H -2.84692 -4.57748 0.74713 -0.21 1.11 -0.14
H -0.49650 -3.61585 1.28859 -1.07 0.50 -0.34
H -0.05482 -1.17438 1.04413 -0.98 -0.26 -0.14



3.
14
Properties=species:S:1:pos:R:3:forces:R:3 method="wB97M-V/def2-TZVPD" energy_ev=-11071.3271 e_above_lowest_ev=2.7543 orbital_gap_ha=0.4000 lumo_ev=0.870 smiles="C=C(F)[C@H](O)OC"
C 2.27977 1.04422 0.47873 2.18 -0.51 0.04
C 1.59797 -0.02750 0.10980 -4.59 1.07 -0.84
F 1.97399 -1.28640 -0.16129 0.52 0.89 0.28
C -0.13044 0.13429 -0.28527 3.37 0.79 1.44
O -0.62291 1.46271 0.06308 0.44 -1.73 -0.48
O -0.75021 -0.92457 0.32971 1.03 -0.46 0.67
C -2.02216 -1.25662 -0.19172 0.88 2.75 -2.52
H 3.40870 1.02744 0.58231 -1.51 -0.17 0.01
H 1.81615 2.01916 0.65590 -0.13 -0.67 -0.28
H -0.14473 0.05715 -1.38095 -0.32 0.25 0.22
H -0.61543 1.58728 1.02523 0.13 -0.39 -0.25
H -2.21905 -2.29589 -0.33011 -0.03 -0.83 1.04
H -1.87926 -0.92833 -1.29837 -1.34 -0.13 1.49
H -2.69236 -0.61293 0.40295 -0.63 -0.86 -0.84